(1)
C22H54O11S3 | ωB97M-V with the def2-TZVPD basis set

Each atom is followed by the atoms it is bonded to, with distances in Å.
CARTESIAN COORDINATES (ANGSTROEM)
1 O -1.817 4.779 -5.581  S2 1.472
2 S -0.919 3.647 -5.306  O1 1.472, O3 1.424, C4 1.830, C7 1.719
3 O -0.929 2.420 -6.031  S2 1.424
4 C 0.811 4.242 -5.353  S2 1.830, C5 1.532, H8 1.118, H9 1.098
5 C 1.423 3.422 -4.212  C4 1.532, C6 1.551, H10 1.107, H11 1.121
6 C 0.366 3.426 -3.076  C5 1.551, C7 1.519, H12 1.066, H13 1.066
7 C -1.037 3.260 -3.635  S2 1.719, C6 1.519, H14 1.134, H15 1.074
8 H 0.767 5.358 -5.316  C4 1.118
9 H 1.241 3.911 -6.308  C4 1.098
10 H 1.630 2.364 -4.462  C5 1.107
11 H 2.350 3.918 -3.823  C5 1.121
12 H 0.376 4.374 -2.587  C6 1.066
13 H 0.621 2.688 -2.350  C6 1.066
14 H -1.811 3.951 -3.179  C7 1.134
15 H -1.329 2.228 -3.570  C7 1.074
16 O 1.289 -1.044 4.176  S17 1.437
17 S 1.363 -2.397 4.655  O16 1.437, O18 1.405, C19 1.831, C22 1.819
18 O 2.005 -2.536 5.897  S17 1.405
19 C -0.280 -3.205 4.612  S17 1.831, C20 1.515, H23 1.131, H24 1.083
20 C -0.042 -4.486 3.839  C19 1.515, C21 1.514, H25 1.081, H26 1.085
21 C 0.998 -4.240 2.767  C20 1.514, C22 1.490, H27 1.112, H28 1.095
22 C 2.116 -3.515 3.434  S17 1.819, C21 1.490, H29 1.084, H30 1.095
23 H -1.008 -2.635 3.962  C19 1.131
24 H -0.719 -3.354 5.591  C19 1.083
25 H 0.357 -5.276 4.459  C20 1.081
26 H -0.976 -4.827 3.402  C20 1.085
27 H 0.595 -3.498 2.043  C21 1.112
28 H 1.178 -5.190 2.254  C21 1.095
29 H 2.663 -2.830 2.797  C22 1.084
30 H 2.636 -4.282 4.019  C22 1.095
31 O -1.946 -5.266 0.832  S32 1.473
32 S -2.199 -3.838 0.573  O31 1.473, O33 1.435, C34 1.778, C37 1.807
33 O -2.041 -2.976 1.709  S32 1.435
34 C -1.292 -3.327 -0.867  S32 1.778, C35 1.584, H38 1.083, H39 1.082
35 C -2.025 -3.983 -2.109  C34 1.584, C36 1.569, H40 1.065, H41 1.068
36 C -3.537 -4.169 -1.731  C35 1.569, C37 1.554, H42 1.096, H43 1.122
37 C -3.782 -3.666 -0.282  S32 1.807, C36 1.554, H44 1.114, H45 1.088
38 H -0.265 -3.666 -0.817  C34 1.083
39 H -1.328 -2.246 -0.892  C34 1.082
40 H -1.771 -3.293 -2.879  C35 1.065
41 H -1.613 -4.914 -2.429  C35 1.068
42 H -3.789 -5.232 -1.648  C36 1.096
43 H -4.262 -3.833 -2.518  C36 1.122
44 H -4.436 -4.419 0.217  C37 1.114
45 H -4.247 -2.683 -0.251  C37 1.088
46 C 2.862 3.967 1.642  C47 1.539, H49 1.068, H50 1.064, H51 1.101
47 C 1.639 3.782 0.726  C46 1.539, O48 1.418, H52 1.078, H53 1.129
48 O 1.907 4.511 -0.461  C47 1.418, H54 0.970
49 H 2.945 4.942 2.068  C46 1.068
50 H 3.727 3.760 1.058  C46 1.064
51 H 2.830 3.241 2.469  C46 1.101
52 H 0.670 4.113 1.062  C47 1.078
53 H 1.549 2.684 0.477  C47 1.129
54 H 1.950 5.442 -0.190  O48 0.970
55 C -0.003 -1.141 -5.057  C56 1.574, H58 1.093, H59 1.102, H60 1.073
56 C 0.482 -1.473 -3.597  C55 1.574, O57 1.438, H61 1.061, H62 1.112
57 O -0.572 -1.134 -2.679  C56 1.438, H63 0.966
58 H -0.958 -1.666 -5.139  C55 1.093
59 H 0.679 -1.578 -5.804  C55 1.102
60 H -0.023 -0.090 -5.268  C55 1.073
61 H 1.374 -0.968 -3.323  C56 1.061
62 H 0.658 -2.567 -3.505  C56 1.112
63 H -0.587 -0.200 -2.432  O57 0.966
64 C 0.844 2.181 5.511  C65 1.520, H67 1.088, H68 1.083, H69 1.153
65 C -0.020 2.485 4.297  C64 1.520, O66 1.471, H70 1.138, H71 1.102
66 O -0.642 1.324 3.642  C65 1.471, H72 0.974
67 H 1.093 1.125 5.596  C64 1.088
68 H 0.465 2.397 6.502  C64 1.083
69 H 1.827 2.767 5.368  C64 1.153
70 H 0.569 3.000 3.472  C65 1.138
71 H -0.802 3.235 4.496  C65 1.102
72 H -0.650 0.584 4.274  O66 0.974
73 C -2.652 1.517 0.679  C74 1.483, H76 1.044, H77 1.081, H78 1.111
74 C -2.213 1.063 -0.663  C73 1.483, O75 1.412, H79 1.076, H80 1.112
75 O -0.815 0.955 -0.826  C74 1.412, H81 0.948
76 H -2.354 0.794 1.371  C73 1.044
77 H -3.731 1.563 0.630  C73 1.081
78 H -2.127 2.455 0.958  C73 1.111
79 H -2.624 1.729 -1.400  C74 1.076
80 H -2.714 0.087 -0.849  C74 1.112
81 H -0.287 0.696 -0.082  O75 0.948
82 C 2.811 0.372 -0.266  C83 1.510, H85 1.121, H86 1.088, H87 1.115
83 C 2.200 -0.184 0.998  C82 1.510, O84 1.436, H88 1.094, H89 1.127
84 O 0.929 0.452 1.205  C83 1.436, H90 0.944
85 H 3.278 1.383 -0.139  C82 1.121
86 H 2.035 0.543 -1.009  C82 1.088
87 H 3.489 -0.380 -0.732  C82 1.115
88 H 2.858 -0.063 1.863  C83 1.094
89 H 2.035 -1.296 0.921  C83 1.127
90 H 0.682 0.424 2.115  O84 0.944

For the gap between HOMO and LUMO, the calculation gives 0.3860 hartree. The LUMO energy comes out at 0.514 eV. The structure (SMILES) is O=S1(=O)CCCC1.O=S1(=O)CCCC1.O=S1(=O)CCCC1.CCO.CCO.CCO.CCO.CCO. The molecular weight is 590.864 u. The calculation puts the maximum force at 3.35 eV/A. Its calculated total energy is -2892.7075 Eh.

These are the Mulliken partial charges, in e, on atoms 1 to 8: number 1, O, carries -0.73; number 2, S, carries 1.17; number 3, O, carries -0.63; number 4, C, carries -0.72; number 5, C, carries -0.65; number 6, C, carries 0.15; number 7, C, carries -0.35; number 8, H, carries 0.33



(2)
C39H46F10N2O6 | ωB97M-V with the def2-TZVPD basis set

Each atom is followed by the atoms it is bonded to, with distances in Å.
CARTESIAN COORDINATES (ANGSTROEM)
1 C -3.308 -3.955 2.615  C2 1.537, H52 1.086, H53 1.086, H54 1.087
2 C -2.695 -3.804 1.214  C1 1.537, C3 1.542, H55 1.088, H56 1.086
3 C -1.875 -2.508 1.055  C2 1.542, N4 1.466, H57 1.088, H58 1.089
4 N -2.066 -1.971 -0.296  C3 1.466, C5 1.434, H59 1.010
5 C -1.145 -0.931 -0.648  N4 1.434, C6 1.401, C28 1.399
6 C -1.363 0.390 -0.235  C5 1.401, C7 1.509, C12 1.401
7 C -2.569 0.760 0.592  C6 1.509, C8 1.551, H60 1.086, H61 1.084
8 C -2.251 0.843 2.108  C7 1.551, O9 1.418, H62 1.084, H63 1.094
9 O -0.918 0.406 2.319  C8 1.418, C10 1.424
10 C -0.240 1.097 3.363  O9 1.424, C11 1.521, H64 1.092, H65 1.091
11 C 1.254 0.880 3.174  C10 1.521, H66 1.089, H67 1.087, H68 1.087
12 C -0.406 1.337 -0.625  C6 1.401, C13 1.400, C50 1.488
13 C 0.715 0.989 -1.389  C12 1.400, C14 1.408, C33 1.503
14 C 0.913 -0.335 -1.826  C13 1.408, C15 1.533, C28 1.404
15 C 2.104 -0.752 -2.697  C14 1.533, F16 1.349, F17 1.367, C18 1.524
16 F 2.553 0.268 -3.456  C15 1.349
17 F 1.669 -1.668 -3.615  C15 1.367
18 C 3.221 -1.412 -1.897  C15 1.524, C19 1.394, C27 1.390
19 C 3.279 -2.803 -1.840  C18 1.394, C20 1.393, H69 1.074
20 C 4.293 -3.451 -1.138  C19 1.393, C21 1.388, H70 1.075
21 C 5.252 -2.714 -0.457  C20 1.388, C22 1.389, H71 1.079
22 C 5.187 -1.328 -0.521  C21 1.389, C23 1.503, C27 1.391
23 C 6.208 -0.514 0.222  C22 1.503, F24 1.333, F25 1.334, F26 1.354
24 F 6.359 0.713 -0.277  C23 1.333
25 F 7.409 -1.093 0.255  C23 1.334
26 F 5.830 -0.353 1.512  C23 1.354
27 C 4.196 -0.669 -1.241  C18 1.390, C22 1.391, H72 1.074
28 C -0.041 -1.286 -1.431  C5 1.399, C14 1.404, N29 1.439
29 N 0.118 -2.667 -1.805  C28 1.439, C30 1.480, H73 1.012
30 C -0.845 -3.161 -2.814  N29 1.480, C31 1.526, H74 1.089, H75 1.090
31 C -1.292 -2.128 -3.844  C30 1.526, C32 1.546, H76 1.082, H77 1.089
32 C -1.671 -2.791 -5.188  C31 1.546, H78 1.085, H79 1.088, H80 1.085
33 C 1.650 2.129 -1.678  C13 1.503, O34 1.196, C35 1.485
34 O 2.844 2.082 -1.625  C33 1.196
35 C 0.988 3.426 -1.964  C33 1.485, C36 1.322, H81 1.079
36 C -0.083 3.742 -1.255  C35 1.322, C37 1.516, C50 1.486
37 C -0.871 5.027 -1.417  C36 1.516, F38 1.363, F39 1.347, C40 1.519
38 F -0.513 5.568 -2.616  C37 1.363
39 F -0.582 5.921 -0.453  C37 1.347
40 C -2.358 4.723 -1.461  C37 1.519, C41 1.392, C49 1.390
41 C -2.901 4.251 -2.652  C40 1.392, C42 1.396, H82 1.078
42 C -4.250 3.902 -2.734  C41 1.396, C43 1.386, H83 1.077
43 C -5.052 4.030 -1.611  C42 1.386, C44 1.395, H84 1.078
44 C -4.503 4.507 -0.421  C43 1.395, C45 1.502, C49 1.389
45 C -5.408 4.592 0.775  C44 1.502, F46 1.355, F47 1.331, F48 1.331
46 F -6.010 3.395 0.984  C45 1.355
47 F -6.389 5.477 0.617  C45 1.331
48 F -4.749 4.882 1.893  C45 1.331
49 C -3.162 4.860 -0.335  C40 1.390, C44 1.389, H85 1.078
50 C -0.569 2.766 -0.246  C12 1.488, C36 1.486, O51 1.201
51 O -1.035 3.140 0.796  C50 1.201
52 H -3.452 -2.991 3.093  C1 1.086
53 H -2.698 -4.610 3.230  C1 1.086
54 H -4.284 -4.429 2.543  C1 1.087
55 H -3.512 -3.721 0.500  C2 1.088
56 H -2.095 -4.674 0.965  C2 1.086
57 H -0.814 -2.674 1.224  C3 1.088
58 H -2.210 -1.826 1.836  C3 1.089
59 H -3.003 -1.610 -0.404  N4 1.010
60 H -2.855 1.762 0.285  C7 1.086
61 H -3.411 0.106 0.396  C7 1.084
62 H -2.376 1.857 2.471  C8 1.084
63 H -2.910 0.176 2.671  C8 1.094
64 H -0.540 0.684 4.329  C10 1.092
65 H -0.448 2.167 3.319  C10 1.091
66 H 1.741 1.742 2.720  C11 1.089
67 H 1.758 0.673 4.115  C11 1.087
68 H 1.429 0.037 2.510  C11 1.087
69 H 2.546 -3.413 -2.335  C19 1.074
70 H 4.317 -4.525 -1.136  C20 1.075
71 H 6.022 -3.234 0.090  C21 1.079
72 H 4.199 0.404 -1.284  C27 1.074
73 H -0.017 -3.197 -0.953  N29 1.012
74 H -0.398 -4.003 -3.338  C30 1.089
75 H -1.737 -3.546 -2.320  C30 1.090
76 H -0.531 -1.386 -4.050  C31 1.082
77 H -2.185 -1.626 -3.477  C31 1.089
78 H -2.741 -2.762 -5.367  C32 1.085
79 H -1.218 -2.237 -6.008  C32 1.088
80 H -1.289 -3.804 -5.266  C32 1.085
81 H 1.414 4.088 -2.702  C35 1.079
82 H -2.295 4.123 -3.535  C41 1.078
83 H -4.653 3.524 -3.659  C42 1.077
84 H -6.088 3.737 -1.662  C43 1.078
85 H -2.740 5.205 0.594  C49 1.078
86 C 6.142 -6.770 -1.488  O87 1.426, H88 1.087, H89 1.093, H90 1.093
87 O 4.845 -6.723 -2.079  C86 1.426, H91 0.961
88 H 6.230 -5.921 -0.815  C86 1.087
89 H 6.279 -7.691 -0.916  C86 1.093
90 H 6.922 -6.698 -2.250  C86 1.093
91 H 4.774 -7.474 -2.674  O87 0.961
92 C 1.472 4.682 2.030  O93 1.424, H94 1.088, H95 1.089, H96 1.096
93 O 1.679 6.072 1.798  C92 1.424, H97 0.961
94 H 1.947 4.430 2.976  C92 1.088
95 H 0.408 4.457 2.092  C92 1.089
96 H 1.929 4.082 1.235  C92 1.096
97 H 1.258 6.292 0.962  O93 0.961
98 C -0.508 -0.648 7.523  O99 1.426, H100 1.087, H101 1.093, H102 1.093
99 O -0.027 0.012 6.355  C98 1.426, H103 0.961
100 H -1.365 -1.249 7.231  C98 1.087
101 H 0.258 -1.304 7.945  C98 1.093
102 H -0.823 0.074 8.280  C98 1.093
103 H 0.731 0.544 6.611  O99 0.961

For the gap between HOMO and LUMO, the calculation gives 0.2908 hartree. The LUMO energy comes out at -1.081 eV. The structure (SMILES) is CCCNc1c(CCOCC)c2c(c(C(F)(F)c3cccc(C(F)(F)F)c3)c1NCCC)C(=O)C=C(C(F)(F)c1cccc(C(F)(F)F)c1)C2=O.CO.CO.CO. The molecular weight is 828.785 u. The calculation puts the maximum force at 1.23 eV/A. Its calculated total energy is -3073.2899 Eh.

These are the Mulliken partial charges, in e, on atoms 1 to 8: number 1, C, carries -1.14; number 2, C, carries -0.46; number 3, C, carries 0.25; number 4, N, carries 0.35; number 5, C, carries -0.87; number 6, C, carries -0.25; number 7, C, carries -0.63; number 8, C, carries -1.31